15
Properties=species:S:1:pos:R:3 method="wB97M-V/def2-TZVPD" total_energy_ev=-20114.847 charge=+1
C 0.968 -0.546 0.679
C -1.369 -0.391 -0.539
C 1.056 -0.624 -0.710
C 0.110 1.713 1.052
N 1.131 0.950 1.244
N -0.243 -1.057 -1.267
O 0.658 -1.321 1.537
S -1.160 1.415 -0.076
H -2.289 -0.382 -1.128
H -1.532 -0.923 0.398
H 1.457 0.229 -1.236
H 0.008 2.689 1.514
H 1.814 1.161 1.967
H -0.359 -2.076 -1.166
H -0.251 -0.838 -2.269